ORCA calculation (ωB97M-V/def2-TZVPD) on a structure of composition C2H7CdO3 in a non-equilibrium geometry.

Last column: Löwdin charge in e.
Cartesian coordinates (Å):
O 0.30 -1.04 -0.40  -0.494
C 0.47 -0.43 -1.63  -0.333
C 1.07 0.96 -1.54  -0.280
O 1.75 1.24 -2.75  -0.047
H -2.01 -0.24 1.39  0.166
H -0.53 -0.34 -2.11  0.130
H 1.11 -1.04 -2.29  0.131
H 1.77 1.00 -0.69  0.101
H 0.26 1.70 -1.36  0.119
H 2.32 2.00 -2.63  0.094
Cd 0.44 -0.96 1.40  1.469
O -1.31 -0.47 2.12  -0.150
H -1.46 0.11 2.88  0.094

Calculated values
**Spin multiplicity**: 1
**Gap between HOMO and LUMO**: 6.88 eV
**E_LUMO**: -6.4 eV
**HOMO**: -13.31 eV
**Charge**: +1


ORCA calculation (ωB97M-V/def2-TZVPD) on the ion C2H7N2S with charge +1 in a non-equilibrium geometry.

Last column: Löwdin charge in e.
Cartesian coordinates (Å):
N 0.28 1.77 0.28  0.134
C 0.39 0.20 0.07  -0.346
N 1.46 -0.18 -0.53  0.243
C -0.59 -0.83 0.37  -0.366
S -2.13 -0.18 -0.63  0.752
H -0.41 2.15 0.94  0.099
H 1.21 2.05 0.69  0.118
H 1.62 -1.21 -0.64  0.184
H 2.02 0.49 -0.94  0.123
H -0.28 -1.83 -0.16  0.132
H -0.80 -1.07 1.33  0.054
H -2.76 -1.35 -0.79  -0.128

Calculated values
**Spin multiplicity**: 1
**Gap between HOMO and LUMO**: 9.01 eV
**E_LUMO**: -4.8 eV
**HOMO**: -13.86 eV
**Charge**: +1
**SMILES**: NC(=[NH2+])CS


ORCA calculation (ωB97M-V/def2-TZVPD) on a structure of composition C27H27ClF5FeN5O3S in a non-equilibrium geometry.

Last column: Mulliken spin population.
Cartesian coordinates (Å):
Fe -1.85 2.07 -0.87  3.969
F -1.68 3.82 5.65  0.019
C -1.71 3.93 4.35  0.133
C -1.57 2.79 3.55  -0.010
F -1.39 1.61 4.10  -0.004
C -1.60 2.94 2.19  0.082
F -1.45 1.85 1.44  -0.085
C -1.75 4.18 1.56  -0.019
S -1.80 4.31 -0.16  0.638
C -1.88 5.31 2.39  0.084
F -2.00 6.51 1.86  0.011
C -1.87 5.18 3.76  -0.018
F -2.01 6.24 4.53  -0.003
C 3.91 -4.12 -1.81  0.000
C 4.03 -2.63 -2.17  0.000
C 5.51 -2.24 -2.14  0.000
C 3.50 -2.47 -3.61  0.000
C 3.17 -1.75 -1.18  0.000
O 1.79 -2.02 -1.35  0.000
C 3.60 -1.99 0.28  0.000
C 2.77 -1.29 1.37  0.000
C 1.33 -1.72 1.50  -0.003
C 0.30 -0.78 1.54  -0.003
C -1.02 -1.14 1.70  0.013
C -1.34 -2.49 1.84  0.004
Cl -2.99 -2.96 2.05  0.000
C -0.34 -3.45 1.81  0.000
C 0.98 -3.06 1.66  0.000
C 3.33 -0.26 -1.57  0.001
N 2.20 0.55 -1.13  0.003
C 0.93 0.48 -1.51  0.004
N 0.24 1.43 -0.89  0.024
C 1.18 2.09 -0.15  0.036
N 2.38 1.58 -0.28  0.001
H 4.43 -4.70 -2.57  0.000
H 2.87 -4.46 -1.80  0.000
H 4.37 -4.35 -0.86  0.000
H 6.06 -2.87 -2.83  0.000
H 5.94 -2.37 -1.15  0.000
H 5.66 -1.20 -2.44  0.000
H 3.93 -3.24 -4.24  0.000
H 3.79 -1.51 -4.06  0.000
H 2.42 -2.56 -3.65  0.000
H 1.63 -2.95 -1.18  0.000
H 4.63 -1.67 0.41  0.000
H 3.57 -3.07 0.47  0.000
H 2.81 -0.21 1.25  0.000
H 3.26 -1.50 2.33  0.000
H 0.55 0.27 1.45  0.002
H -1.81 -0.39 1.73  0.001
H -0.60 -4.49 1.94  0.000
H 1.75 -3.82 1.66  0.000
H 3.39 -0.17 -2.65  0.000
H 4.21 0.17 -1.11  0.000
H 0.53 -0.27 -2.16  -0.007
H 0.98 2.93 0.49  -0.005
C -6.28 2.17 -2.56  0.001
N -5.67 1.62 -1.35  0.004
C -6.42 1.18 -0.28  -0.001
C -5.85 0.71 0.84  0.003
C -4.39 0.69 0.97  0.008
O -3.80 0.32 1.97  0.003
N -3.72 1.14 -0.15  0.065
C -4.32 1.59 -1.25  -0.025
O -3.57 2.01 -2.18  0.071
H -7.36 2.05 -2.50  0.000
H -5.90 1.65 -3.44  0.001
H -6.04 3.23 -2.67  0.000
H -7.49 1.23 -0.40  0.000
H -6.44 0.37 1.68  0.000

Calculated values
**Spin multiplicity**: 6
**Expectation value of S²**: 8.78
**Gap between HOMO and LUMO (spin up / spin down)**: 8.19 / 4.25 eV
**E_LUMO (spin up / spin down)**: -2.5 / -6.4 eV
**HOMO (spin up / spin down)**: -10.69 / -10.69 eV
**Charge**: +1


ORCA calculation (ωB97M-V/def2-TZVPD) on a cluster of 2 separate species, C5H9NO in total in a non-equilibrium geometry.

Last column: Löwdin charge in e.
Cartesian coordinates (Å):
C 1.51 -0.76 0.52  -0.060
C 0.38 -0.88 -0.46  -0.358
N -0.83 -1.58 -0.03  0.047
C -0.91 -0.15 -0.34  -0.382
C -1.26 0.78 0.80  -0.065
C 0.39 2.32 -1.63  0.028
O 1.26 2.52 -0.93  0.033
H 1.14 -0.63 1.54  0.072
H 2.12 -1.68 0.51  0.075
H 2.16 0.08 0.27  0.066
H 0.70 -1.06 -1.49  0.132
H -1.22 -2.14 -0.78  0.091
H -1.38 0.12 -1.29  0.121
H -0.87 0.40 1.75  0.074
H -2.35 0.86 0.90  0.077
H -0.86 1.79 0.64  0.049

Calculated values
**Spin multiplicity**: 1
**Gap between HOMO and LUMO**: 10.62 eV
**E_LUMO**: 1.1 eV
**HOMO**: -9.53 eV


ORCA calculation (ωB97M-V/def2-TZVPD) on a structure of composition C10H23BeN4O3PS3 in a non-equilibrium geometry.

Last column: Mulliken spin population.
Cartesian coordinates (Å):
Be 0.04 -0.19 0.38  0.005
C 5.05 -3.99 0.82  0.000
C 4.30 -3.35 1.98  0.000
O 4.11 -1.94 1.80  0.000
P 3.04 -1.34 0.74  0.000
S 2.69 0.51 1.28  -0.001
S 1.61 -2.63 0.39  0.000
O 3.91 -1.32 -0.67  0.000
C 4.83 -0.27 -0.98  0.000
C 6.10 -0.34 -0.15  0.000
H 5.23 -5.04 1.05  0.000
H 6.00 -3.50 0.66  0.000
H 4.45 -3.93 -0.09  0.000
H 4.88 -3.43 2.90  0.000
H 3.33 -3.82 2.12  0.000
H 4.34 0.69 -0.83  0.000
H 5.06 -0.40 -2.04  0.000
H 5.87 -0.17 0.90  0.000
H 6.80 0.44 -0.49  0.000
H 6.58 -1.31 -0.26  0.000
O -0.78 -0.27 1.46  -0.002
S -2.68 0.92 -1.14  0.008
C -1.92 2.29 -1.79  -0.015
N -2.04 3.46 -1.06  0.152
C -1.43 4.66 -1.43  0.417
C -0.68 4.65 -2.57  -0.184
C -0.55 3.46 -3.28  0.446
N -1.17 2.28 -2.89  0.116
H -2.56 3.37 -0.20  -0.012
H -1.58 5.51 -0.78  0.037
H -0.19 5.55 -2.90  -0.010
H 0.04 3.41 -4.18  0.051
N -0.93 -1.26 -4.28  -0.001
C 0.05 -0.38 -3.54  0.005
C -0.12 -0.78 -2.10  -0.007
N 0.56 0.12 -1.18  -0.009
H -0.97 -1.07 -5.28  0.000
H -1.85 -1.08 -3.86  0.000
H -0.70 -2.24 -4.13  0.000
H -0.30 0.65 -3.68  -0.010
H 1.05 -0.53 -3.95  0.000
H 0.17 -1.81 -1.89  0.000
H -1.19 -0.64 -1.86  0.000
H 0.23 1.08 -1.37  0.012
H 1.57 0.08 -1.22  0.000

Calculated values
**Spin multiplicity**: 2
**Expectation value of S²**: 0.77
**Gap between HOMO and LUMO (spin up / spin down)**: 3.79 / 4.20 eV
**E_LUMO (spin up / spin down)**: 1.2 / 1.2 eV
**HOMO (spin up / spin down)**: -2.56 / -2.98 eV
**Charge**: -1


ORCA calculation (ωB97M-V/def2-TZVPD) on a cluster of 15 separate species, BF4H28O14 in total in a non-equilibrium geometry.

Last column: Löwdin charge in e.
Cartesian coordinates (Å):
B -2.22 -3.89 19.23  -1.324
F -1.60 -5.12 19.35  0.131
F -3.29 -3.78 20.16  0.092
F -1.31 -2.91 19.41  0.175
F -2.65 -3.83 17.92  0.137
O -3.90 -6.01 21.53  -0.087
H -3.72 -6.84 20.97  0.076
H -3.51 -5.29 21.02  -0.020
O -0.73 -2.57 16.61  -0.046
H -1.09 -2.76 15.76  0.022
H -1.44 -2.32 17.23  0.005
O -5.06 -2.24 18.79  -0.042
H -4.63 -2.94 19.27  -0.016
H -5.49 -2.71 18.04  0.071
O -2.80 -0.79 17.76  -0.066
H -2.83 -0.59 18.71  -0.012
H -3.70 -1.10 17.56  0.036
O -2.94 -0.48 20.62  -0.049
H -2.09 -0.75 21.00  0.063
H -3.18 0.27 21.22  0.098
O -4.24 -4.77 15.51  -0.068
H -3.90 -4.72 16.40  -0.030
H -4.03 -3.83 15.34  0.042
O -0.07 -0.53 19.28  -0.031
H -0.43 -1.39 19.15  -0.029
H -0.80 0.06 19.45  0.012
O 1.11 -4.47 19.18  -0.067
H 1.32 -4.46 20.11  -0.029
H 0.15 -4.37 19.15  -0.010
O -4.59 -2.33 22.08  -0.078
H -3.97 -2.14 21.37  -0.025
H -5.09 -3.08 21.71  0.037
O -2.89 -7.64 17.50  -0.024
H -3.04 -7.75 16.57  0.056
H -2.13 -7.07 17.56  0.010
O -0.83 -6.30 21.62  -0.058
H -1.23 -6.16 20.76  -0.012
H -1.11 -5.52 22.13  0.036
O -0.85 -5.58 16.50  -0.065
H -0.08 -5.28 15.97  0.061
H -1.26 -4.72 16.69  0.001
O 1.00 -3.75 21.66  -0.044
H 1.47 -3.01 21.99  0.041
H 0.15 -3.40 21.28  0.068
O -4.77 -5.85 18.13  -0.051
H -5.30 -6.17 18.84  0.022
H -4.01 -6.46 18.15  -0.007

Calculated values
**Spin multiplicity**: 1
**Gap between HOMO and LUMO**: 9.47 eV
**E_LUMO**: 2.3 eV
**HOMO**: -7.15 eV
**Charge**: -1


ORCA calculation (ωB97M-V/def2-TZVPD) on a structure of composition C53H63CsN11O2S.

Last column: Löwdin charge in e.
Cartesian coordinates (Å):
Cs 0.62 0.00 0.38  0.738
O 5.83 -5.29 -0.30  0.104
C 6.52 -4.14 -0.23  -0.482
O 7.71 -4.16 -0.05  0.095
C 5.73 -2.87 -0.34  -0.131
C 6.34 -1.69 0.09  -0.015
C 5.65 -0.49 0.06  -0.013
C 4.34 -0.46 -0.43  -0.254
C 3.74 -1.63 -0.88  -0.008
C 4.44 -2.83 -0.84  0.001
N 3.53 0.68 -0.37  0.054
C 3.98 1.85 -0.48  -0.088
C 3.10 3.03 -0.31  -0.251
C 3.63 4.31 -0.43  -0.024
C 2.79 5.40 -0.26  -0.068
C 1.46 5.18 0.04  -0.056
C 1.02 3.86 0.14  -0.128
N 1.81 2.82 -0.03  0.053
H 4.87 -5.14 -0.32  0.055
H 7.35 -1.74 0.48  0.116
H 6.10 0.41 0.46  0.105
H 2.73 -1.61 -1.27  0.063
H 3.93 -3.71 -1.21  0.109
H 5.03 2.07 -0.74  0.125
H 4.68 4.44 -0.67  0.109
H 3.18 6.41 -0.35  0.104
H 0.77 6.00 0.19  0.102
H -0.02 3.65 0.37  0.109
C -1.41 2.09 -2.25  -0.064
N -2.78 2.55 -2.05  -0.148
C -3.49 2.77 -3.30  -0.058
C -3.44 2.18 -0.90  -0.358
N -2.90 1.33 -0.10  0.156
C -3.21 1.26 1.26  -0.225
C -3.25 2.42 2.01  -0.050
C -3.50 2.40 3.39  -0.083
C -3.69 1.22 4.03  -0.057
C -3.61 -0.01 3.32  -0.199
C -3.74 -1.23 4.03  -0.070
C -3.59 -2.42 3.38  -0.094
C -3.32 -2.44 2.01  -0.051
C -3.22 -1.28 1.27  -0.242
N -2.87 -1.36 -0.08  0.170
C -3.52 -2.05 -0.93  -0.362
N -2.91 -2.43 -2.11  -0.156
C -3.60 -2.25 -3.37  -0.060
C -1.47 -2.24 -2.20  -0.070
N -4.85 -2.48 -0.84  -0.159
C -5.18 -3.85 -1.17  -0.074
C -5.78 -1.86 0.08  -0.061
C -3.36 -0.01 1.92  -0.067
N -4.70 2.79 -0.76  -0.170
C -5.73 2.18 0.04  -0.057
C -4.78 4.23 -0.83  -0.080
H -0.80 2.89 -2.67  0.086
H -1.36 1.23 -2.92  0.081
H -1.03 1.78 -1.28  0.011
H -3.00 3.56 -3.87  0.089
H -4.53 3.05 -3.11  0.073
H -3.48 1.86 -3.91  0.088
H -3.07 3.36 1.50  0.106
H -3.52 3.33 3.94  0.099
H -3.86 1.18 5.10  0.107
H -3.91 -1.19 5.10  0.105
H -3.66 -3.35 3.93  0.100
H -3.16 -3.38 1.49  0.117
H -4.68 -2.21 -3.21  0.076
H -3.38 -3.08 -4.05  0.086
H -3.28 -1.32 -3.86  0.087
H -0.98 -2.57 -1.29  0.047
H -1.20 -1.20 -2.39  0.068
H -1.11 -2.83 -3.05  0.079
H -4.38 -4.30 -1.74  0.085
H -6.11 -3.89 -1.75  0.082
H -5.33 -4.44 -0.25  0.085
H -5.46 -0.85 0.31  0.062
H -5.85 -2.41 1.03  0.088
H -6.77 -1.83 -0.37  0.089
H -5.61 1.10 0.03  0.069
H -6.70 2.42 -0.40  0.088
H -5.72 2.51 1.08  0.086
H -3.92 4.64 -1.35  0.085
H -4.81 4.66 0.18  0.083
H -5.69 4.54 -1.35  0.084
C 0.17 2.39 7.70  -0.046
C -0.12 1.03 7.12  -0.368
C -0.47 -0.04 7.93  -0.057
C -0.68 -1.25 7.28  -0.176
N -0.58 -1.39 5.97  0.032
C -0.28 -0.28 5.24  -0.843
S -0.24 -0.42 3.53  0.488
N -0.02 0.92 5.81  0.085
H 0.08 2.40 8.78  0.065
H -0.52 3.12 7.27  0.076
H 1.18 2.70 7.42  0.076
H -0.56 0.05 9.01  0.089
H -0.93 -2.14 7.85  0.096
C -0.04 -3.99 3.30  -0.005
N 1.44 -3.87 3.42  -0.174
C 1.83 -3.16 4.66  -0.019
C 2.03 -3.21 2.19  -0.125
C 1.93 -4.09 0.98  -0.332
C 2.69 -5.27 0.98  -0.108
C 2.67 -6.10 -0.13  -0.147
C 1.88 -5.72 -1.22  -0.116
C 1.15 -4.54 -1.19  -0.154
C 1.12 -3.65 -0.09  -0.067
H -0.40 -4.61 4.12  0.100
H -0.26 -4.43 2.33  0.097
H -0.46 -2.98 3.37  0.028
H 1.83 -4.81 3.43  0.157
H 1.48 -2.13 4.57  0.040
H 2.92 -3.19 4.76  0.099
H 1.35 -3.63 5.51  0.095
H 3.07 -2.97 2.43  0.134
H 1.46 -2.30 2.06  0.035
H 3.34 -5.52 1.82  0.107
H 3.24 -7.02 -0.15  0.097
H 1.86 -6.36 -2.10  0.091
H 0.57 -4.30 -2.07  0.060
C 0.69 -0.12 -5.96  -0.156
C 0.88 1.09 -5.30  -0.155
C 1.18 1.10 -3.94  -0.236
C 1.31 -0.05 -3.14  -0.162
C 1.14 -1.24 -3.88  -0.221
C 0.83 -1.29 -5.24  -0.146
H 0.44 -0.14 -7.02  0.076
H 0.79 2.03 -5.85  0.077
H 1.32 2.09 -3.49  0.053
H 1.25 -2.20 -3.37  0.055
H 0.71 -2.26 -5.73  0.080

Calculated values
**Spin multiplicity**: 1
**Gap between HOMO and LUMO**: 4.94 eV
**E_LUMO**: 1.7 eV
**HOMO**: -3.26 eV
**Charge**: -1


ORCA calculation (ωB97M-V/def2-TZVPD) on a cluster of 12 separate species, C29H82O19 in total in a non-equilibrium geometry.

Last column: Löwdin charge in e.
Cartesian coordinates (Å):
C 7.07 6.85 -13.83  -0.038
C 5.68 6.22 -13.77  -0.429
C 4.57 7.21 -13.86  -0.044
O 5.62 5.25 -14.84  -0.090
H 7.39 7.36 -14.75  0.064
H 7.82 6.06 -13.75  0.066
H 7.31 7.53 -13.01  0.096
H 5.72 5.69 -12.81  0.135
H 3.67 6.60 -13.98  0.070
H 4.68 7.80 -14.78  0.064
H 4.30 7.79 -12.98  0.084
H 5.82 5.73 -15.67  0.070
C 13.23 6.47 -13.63  -0.044
C 11.85 6.41 -14.34  -0.460
C 11.05 7.63 -13.87  -0.058
O 12.02 6.43 -15.77  -0.057
H 13.79 7.38 -13.82  0.079
H 13.79 5.67 -14.12  0.075
H 13.11 6.21 -12.58  0.079
H 11.28 5.51 -14.11  0.116
H 11.50 8.61 -14.05  0.080
H 10.83 7.43 -12.82  0.075
H 10.05 7.60 -14.33  0.051
H 11.49 5.69 -16.07  0.041
C 3.91 7.40 -17.79  -0.038
C 4.23 8.90 -17.58  -0.418
C 3.29 9.81 -18.40  -0.044
O 3.97 9.25 -16.21  -0.110
H 4.01 6.88 -16.84  0.056
H 4.67 6.96 -18.44  0.058
H 2.93 7.29 -18.26  0.081
H 5.28 9.01 -17.81  0.137
H 3.46 9.68 -19.47  0.083
H 3.41 10.84 -18.08  0.071
H 2.27 9.53 -18.12  0.079
H 3.18 8.75 -15.95  0.085
C 9.09 13.04 -15.92  -0.071
C 8.76 11.57 -16.08  -0.464
C 8.85 10.81 -14.72  -0.042
O 7.40 11.46 -16.48  -0.088
H 8.97 13.53 -16.90  0.078
H 10.16 13.20 -15.72  0.077
H 8.48 13.57 -15.19  0.075
H 9.42 11.18 -16.86  0.135
H 9.85 11.01 -14.31  0.075
H 8.72 9.74 -14.91  0.054
H 8.09 11.17 -14.04  0.071
H 6.78 11.88 -15.86  0.033
C 1.46 5.30 -15.73  -0.080
C 0.24 4.65 -16.28  -0.463
C 0.27 3.12 -16.15  -0.045
O -0.94 5.16 -15.61  -0.062
H 1.52 5.17 -14.63  0.054
H 1.43 6.39 -15.74  0.083
H 2.39 4.84 -16.07  0.065
H 0.13 4.93 -17.33  0.136
H -0.66 2.73 -16.56  0.077
H 0.36 2.71 -15.15  0.076
H 1.12 2.78 -16.74  0.076
H -0.64 5.23 -14.69  0.047
O 3.89 3.07 -14.99  -0.112
C 3.63 2.52 -13.71  -0.207
C 4.92 1.95 -13.11  -0.201
O 5.78 3.03 -12.82  -0.073
H 4.59 3.75 -14.97  0.054
H 3.12 3.20 -13.02  0.114
H 2.89 1.74 -13.92  0.123
H 5.41 1.29 -13.84  0.124
H 4.74 1.38 -12.20  0.125
H 5.74 3.75 -13.45  0.030
O 0.44 5.35 -12.81  -0.104
C 0.89 6.58 -12.21  -0.204
C 1.70 6.33 -10.95  -0.224
O 3.07 6.05 -11.22  -0.072
H -0.23 4.97 -12.24  0.101
H 1.45 7.12 -12.97  0.114
H -0.01 7.16 -11.97  0.124
H 1.23 5.62 -10.27  0.121
H 1.78 7.27 -10.39  0.122
H 3.06 5.47 -11.99  0.060
O 8.92 2.72 -13.51  -0.065
C 10.11 2.33 -14.17  -0.228
C 11.14 1.65 -13.30  -0.254
O 11.62 2.43 -12.24  -0.047
H 8.43 3.37 -14.01  0.099
H 9.90 1.59 -14.96  0.124
H 10.61 3.16 -14.70  0.113
H 12.00 1.34 -13.89  0.127
H 10.79 0.65 -13.00  0.127
H 10.94 2.70 -11.60  0.055
O 9.07 2.51 -10.83  -0.095
C 8.19 3.56 -10.46  -0.214
C 8.96 4.90 -10.37  -0.228
O 9.48 5.28 -11.62  -0.074
H 9.11 2.38 -11.80  0.035
H 7.38 3.76 -11.16  0.099
H 7.84 3.17 -9.51  0.124
H 9.84 4.65 -9.76  0.116
H 8.35 5.62 -9.83  0.119
H 9.72 4.48 -12.11  0.048
O 6.82 5.94 -17.43  -0.099
C 8.13 6.44 -17.65  -0.196
C 9.12 5.30 -17.85  -0.184
O 9.20 4.99 -19.28  -0.075
H 6.50 5.62 -18.28  0.051
H 8.10 7.14 -18.49  0.134
H 8.47 7.02 -16.79  0.104
H 8.78 4.37 -17.39  0.118
H 10.16 5.54 -17.57  0.099
H 9.00 4.05 -19.36  0.067
O 5.70 4.50 -19.83  -0.071
C 5.58 3.20 -19.28  -0.210
C 5.03 3.27 -17.84  -0.254
O 4.48 2.01 -17.47  -0.086
H 4.91 4.76 -20.31  0.098
H 4.86 2.64 -19.89  0.124
H 6.49 2.61 -19.20  0.120
H 4.24 4.02 -17.73  0.115
H 5.84 3.51 -17.15  0.102
H 4.15 2.08 -16.55  0.055
O 4.56 11.15 -12.45  -0.045
C 4.71 10.72 -13.79  -0.258
C 4.54 11.86 -14.76  -0.200
O 5.66 12.76 -14.77  -0.082
H 4.36 10.39 -11.91  0.077
H 5.67 10.22 -13.98  0.119
H 3.95 9.97 -14.04  0.092
H 3.62 12.41 -14.56  0.131
H 4.49 11.48 -15.79  0.101
H 5.37 13.67 -14.70  0.099

Calculated values
**Spin multiplicity**: 1
**Gap between HOMO and LUMO**: 9.60 eV
**E_LUMO**: 0.2 eV
**HOMO**: -9.39 eV
**SMILES**: CC(C)O.CC(C)O.CC(C)O.CC(C)O.CC(C)O.OCCO.OCCO.OCCO.OCCO.OCCO.OCCO.OCCO